27
Properties=species:S:1:pos:R:3 method="wB97M-V/def2-TZVPD" max_force_ev_per_a=4.1 e_homo_ev=-10.2 multiplicity=1 smiles=O[C@@]12[C@H]3C[C@@H]4[C@@H]5[C@H]3[C@@]3(Cl)C(Cl)(Cl)[C@]5(Cl)[C@@](Cl)([C@@H]41)[C@@]23Cl lumo_ev=0.176 relative_energy_kj_mol=96.9
O 2.6004 0.6431 -1.0958
C 1.2933 0.4023 -0.6008
C 1.0430 -1.0697 -0.5692
C 1.5894 -1.5682 0.8295
C 0.7801 -0.4249 1.4913
C -0.6558 -0.7338 0.9292
C -0.4493 -1.1654 -0.4993
C -1.0803 -0.0333 -1.2914
Cl -1.2811 -0.5700 -2.9312
C -2.3091 0.3721 -0.4450
Cl -3.4169 -0.9769 -0.2504
Cl -3.2224 1.6921 -1.1081
C -1.4129 0.5923 0.8705
Cl -2.2372 0.9702 2.3862
C -0.3490 1.5496 0.4615
Cl -0.5275 3.3737 0.8213
C 1.0214 0.9023 0.8302
C -0.0779 1.1383 -0.9873
Cl -0.0447 2.4654 -2.2455
H 2.7555 0.3289 -2.0114
H 1.4904 -1.5566 -1.4067
H 2.6056 -1.4408 1.1342
H 1.1553 -2.4768 1.1211
H 0.9713 -0.4529 2.5965
H -1.1228 -1.5154 1.4795
H -0.8685 -2.0735 -0.7769
H 1.7495 1.6281 1.2678


69
Properties=species:S:1:pos:R:3 method="wB97M-V/def2-TZVPD" max_force_ev_per_a=1.9 e_homo_ev="-14.1 / -13.9" multiplicity=2 charge=+2 s2=0.767 lumo_ev="-8.341 / -8.703" relative_energy_kj_mol=203.5
Ir 0.1663 0.4289 0.2852
C 2.9228 0.9915 -1.8927
C 2.6297 -0.2065 -1.0486
C 1.2943 -0.8046 -1.0754
C 1.0889 -2.1175 -0.4746
C -0.1687 -2.8736 -0.7632
C 2.1065 -2.6632 0.2575
C 3.3673 -2.0297 0.3600
C 4.4494 -2.7016 1.1272
C 3.6094 -0.8106 -0.2945
H 3.5122 0.6677 -2.7560
H 3.5207 1.7255 -1.3529
H 2.0189 1.4676 -2.2634
H 0.7127 -0.5954 -1.9755
H -0.0523 -3.3665 -1.7335
H -1.0486 -2.2330 -0.8467
H -0.3505 -3.6453 -0.0178
H 1.9687 -3.6314 0.7227
H 5.3458 -2.0919 1.1975
H 4.7063 -3.6460 0.6394
H 4.1046 -2.9577 2.1303
H 4.5973 -0.3692 -0.2472
S 2.3055 4.2919 0.5294
C 1.2038 4.3916 -0.7738
C 0.4777 3.2510 -0.9771
C 0.8354 2.2716 -0.0220
C 1.8099 2.6894 0.8573
C 2.2141 1.7746 1.8885
C 3.1173 1.9979 2.9171
C 3.3121 1.0095 3.8635
C 2.5971 -0.1832 3.7808
C 1.7241 -0.3585 2.7357
N 1.5455 0.5873 1.7929
H 1.1294 5.3155 -1.3260
H -0.2847 3.1482 -1.7330
H 3.6390 2.9428 2.9781
H 4.0073 1.1708 4.6762
H 2.7083 -0.9610 4.5216
H 1.1408 -1.2679 2.6224
C -2.0587 -1.1353 -3.5560
C -2.8237 0.1330 -3.1795
C -1.9513 1.3750 -3.3468
C -3.4805 0.0014 -1.8224
C -4.8453 -0.2867 -1.7463
C -5.4864 -0.4800 -0.5396
C -4.7561 -0.3954 0.6245
C -3.3822 -0.1359 0.6077
C -2.6471 -0.0300 1.9382
C -1.9759 1.3096 2.1954
C -1.6933 -1.1940 2.2055
C -2.7814 0.0645 -0.6312
O -1.4244 0.3776 -0.6861
H -1.6122 -1.0397 -4.5465
H -2.7141 -2.0060 -3.5605
H -1.2540 -1.3332 -2.8393
H -3.6487 0.2267 -3.8885
H -0.9921 1.2695 -2.8301
H -2.4533 2.2675 -2.9691
H -1.7366 1.5327 -4.4034
H -5.4122 -0.3583 -2.6657
H -6.5460 -0.6884 -0.5075
H -5.2555 -0.5229 1.5771
H -3.4289 -0.0984 2.6988
H -1.1319 1.5317 1.4870
H -1.5278 1.3454 3.1882
H -2.6529 2.1524 2.0673
H -0.7942 -1.1680 1.5585
H -2.1813 -2.1498 2.0237
H -1.3366 -1.1741 3.2371


8
Properties=species:S:1:pos:R:3 method="wB97M-V/def2-TZVPD" max_force_ev_per_a=4.3 e_homo_ev=-10.0 multiplicity=1 lumo_ev=-3.347 relative_energy_kj_mol=282.3
Be -0.1569 1.7018 0.2909
F -1.8745 0.2071 1.3158
N 0.0729 -1.0438 -0.1880
S 1.5443 -0.3663 0.4005
O 2.5207 -0.7666 -0.6560
O 1.3351 1.1972 0.2696
S -1.1626 -0.1263 -0.3756
O -2.2790 -0.8032 -1.0572


12
Properties=species:S:1:pos:R:3 method="wB97M-V/def2-TZVPD" max_force_ev_per_a=0.4 e_homo_ev=-9.0 multiplicity=1 lumo_ev=0.813 relative_energy_kj_mol=557.0
O -0.5485 1.0888 -1.6622
C 0.1712 1.2142 -0.5563
C -0.5243 0.0887 0.5591
C -0.2327 -1.3540 0.0879
O 1.0718 -1.0582 -0.4269
C 1.0161 0.2382 0.0780
H -1.1386 0.5580 -0.6248
H 0.2377 2.1890 -0.0432
H -0.8061 0.3146 1.5833
H -0.1638 -2.0575 0.9263
H -0.8885 -1.7627 -0.6866
H 1.8055 0.5408 0.7653